Record 1
Computed, not measured: C4H8N2O in the gas phase, with the ωB97M-V functional and the def2-TZVPD basis.

The geometry in XYZ format:
```
15
Properties=species:S:1:pos:R:3:mulliken_charge:R:1
C 0.50 1.48 -0.81 -1.27
C 0.35 0.09 -0.26 0.62
C 1.20 -0.43 0.58 0.18
N 2.05 -0.98 1.31 -0.56
O 1.79 -0.80 2.67 -0.36
C -0.88 -0.68 -0.70 -0.56
N -2.10 -0.03 -0.24 -0.54
H 1.41 1.97 -0.45 0.36
H -0.37 2.08 -0.52 0.33
H 0.55 1.45 -1.91 0.31
H 2.51 -1.27 3.10 0.37
H -0.80 -1.72 -0.36 0.36
H -0.86 -0.72 -1.80 0.31
H -2.62 -0.64 0.38 0.22
H -2.72 0.21 -1.00 0.21
```

Calculated values
HOMO energy   -9.033 eV
LUMO level   1.0 eV
Total energy   -341.85852 a.u.
2S+1   1
SMILES   CC(=C=NO)CN
Total charge   0
ΔE to the lowest compared entry with this formula, charge and spin   91.1 kcal per mole

Record 2
Computed, not measured: C4H8N2O in the gas phase, with the ωB97M-V functional and the def2-TZVPD basis.

The geometry in XYZ format:
```
15
Properties=species:S:1:pos:R:3:mulliken_charge:R:1
C 0.49 1.50 -0.76 -1.20
C 0.30 0.09 -0.24 0.50
C 1.14 -0.45 0.62 0.25
N 2.01 -0.99 1.30 -0.54
O 1.83 -0.84 2.68 -0.36
C -0.89 -0.68 -0.75 -0.52
N -2.13 0.03 -0.46 -0.56
H 1.37 1.98 -0.32 0.36
H -0.40 2.09 -0.53 0.31
H 0.61 1.48 -1.85 0.29
H 2.59 -1.31 3.04 0.38
H -0.86 -1.71 -0.38 0.32
H -0.80 -0.73 -1.85 0.34
H -2.39 -0.11 0.52 0.21
H -2.89 -0.33 -1.03 0.22
```

Calculated values
HOMO energy   -9.059 eV
LUMO level   1.0 eV
Total energy   -341.86153 a.u.
2S+1   1
SMILES   CC(=C=NO)CN
Total charge   0
ΔE to the lowest compared entry with this formula, charge and spin   89.2 kcal per mole

Record 3
Computed, not measured: 2 unconnected molecules or ions with the total composition C4H8N2O at a distorted geometry, with the ωB97M-V functional and the def2-TZVPD basis.

The geometry in XYZ format:
```
15
Properties=species:S:1:pos:R:3:mulliken_charge:R:1
C -0.90 -0.32 1.26 -1.21
C -0.03 -0.47 0.03 0.05
C 1.42 -0.74 0.20 -0.47
N 0.54 -1.73 -0.42 -0.69
H -0.61 -1.05 2.02 0.35
H -0.80 0.68 1.70 0.30
H -1.95 -0.45 1.00 0.29
H -0.41 0.00 -0.86 0.58
H 2.19 -0.29 -0.43 0.28
H 1.74 -0.93 1.22 0.26
H 0.29 -2.48 0.22 0.27
N -0.20 1.44 -2.04 -0.55
C 0.16 1.93 -0.98 0.70
O 0.50 2.32 0.07 -0.41
H -0.34 2.04 -2.83 0.25
```

Calculated values
HOMO energy   -9.292 eV
LUMO level   0.8 eV
Total energy   -341.90543 a.u.
2S+1   1
SMILES   C[C@H]1CN1.N=C=O
Total charge   0
ΔE to the lowest compared entry with this formula, charge and spin   61.6 kcal per mole

Record 4
Computed, not measured: 2 unconnected molecules or ions with the total composition C4H8N2O at a distorted geometry, with the ωB97M-V functional and the def2-TZVPD basis.

The geometry in XYZ format:
```
15
Properties=species:S:1:pos:R:3:mulliken_charge:R:1
C 1.67 -0.59 0.48 -1.60
C 0.19 -0.30 0.55 -0.27
C -0.33 0.91 0.12 0.50
N -1.63 1.27 0.31 -0.49
O 0.41 1.91 -0.44 -0.52
H 2.23 -0.01 1.22 0.36
H 2.07 -0.37 -0.51 0.42
H 1.85 -1.64 0.68 0.38
H -0.35 -0.80 1.34 0.35
H -2.29 0.50 0.31 0.32
H -1.92 2.06 -0.26 0.23
H 1.35 1.67 -0.40 0.34
C -1.02 -1.51 -0.98 0.32
N -2.17 -1.50 -0.89 -0.58
H -0.06 -1.59 -1.52 0.24
```

Calculated values
HOMO energy   -7.773 eV
LUMO level   0.6 eV
Total energy   -341.90257 a.u.
2S+1   1
SMILES   C/C=C(/N)O.C#N
Total charge   0
ΔE to the lowest compared entry with this formula, charge and spin   63.4 kcal per mole

Record 5
Computed, not measured: C4H8N2O in the gas phase, with the ωB97M-V functional and the def2-TZVPD basis.

The geometry in XYZ format:
```
15
Properties=species:S:1:pos:R:3:mulliken_charge:R:1
O 0.30 2.09 -1.60 -0.59
C 0.37 0.99 -1.10 0.39
N 1.66 0.44 -0.77 0.00
C 2.16 -0.77 -0.94 -0.40
C -0.79 -0.09 1.64 -1.03
C -0.85 -0.75 0.27 -0.50
N -0.71 0.19 -0.85 -0.15
H 2.31 1.19 -0.55 0.23
H 1.31 -1.40 -1.29 0.22
H 0.19 0.38 1.80 0.27
H -1.55 0.69 1.75 0.30
H -0.94 -0.83 2.43 0.38
H -1.81 -1.25 0.13 0.41
H -0.09 -1.53 0.19 0.21
H -1.56 0.66 -1.12 0.26
```

Calculated values
HOMO energy   -8.748 eV
LUMO level   0.6 eV
Total energy   -341.89991 a.u.
2S+1   1
Total charge   0
ΔE to the lowest compared entry with this formula, charge and spin   65.1 kcal per mole

Record 6
Computed, not measured: C4H8N2O in the gas phase, with the ωB97M-V functional and the def2-TZVPD basis.

The geometry in XYZ format:
```
15
Properties=species:S:1:pos:R:3:mulliken_charge:R:1
C 0.85 -0.81 -1.25 -1.44
C 0.18 -0.17 -0.05 1.08
C -0.17 1.28 -0.30 0.36
N -1.21 1.81 0.41 -0.38
O 0.49 1.91 -1.10 -0.60
C -0.53 -1.07 0.90 -0.67
N 0.72 -0.42 1.28 -0.61
H 1.18 -1.84 -1.04 0.40
H 0.14 -0.83 -2.07 0.32
H 1.71 -0.22 -1.56 0.34
H -1.59 1.33 1.21 0.18
H -1.31 2.81 0.37 0.26
H -1.43 -0.73 1.41 0.18
H -0.62 -2.12 0.64 0.28
H 1.59 -0.93 1.17 0.30
```

Calculated values
HOMO energy   -9.545 eV
LUMO level   0.9 eV
Total energy   -341.94905 a.u.
2S+1   1
SMILES   C[C@@]1(C(N)=O)CN1
Total charge   0
ΔE to the lowest compared entry with this formula, charge and spin   34.3 kcal per mole

Record 7
Computed, not measured: C4H8N2O in the gas phase at a distorted geometry, with the ωB97M-V functional and the def2-TZVPD basis.

The geometry in XYZ format:
```
15
Properties=species:S:1:pos:R:3:mulliken_charge:R:1
C 1.77 1.61 0.15 -1.08
C 0.62 0.67 0.03 0.29
C -0.71 0.76 -0.23 -0.26
N -0.93 -0.55 -0.49 -0.07
C -2.05 -1.21 0.16 -0.73
N 0.63 -0.70 0.12 -0.14
O 1.62 -1.28 -0.66 -0.42
H 2.22 1.54 1.14 0.28
H 1.44 2.64 0.02 0.29
H 2.56 1.39 -0.58 0.30
H -1.43 1.56 -0.11 0.36
H -2.62 -1.81 -0.55 0.26
H -2.77 -0.52 0.61 0.30
H -1.74 -1.87 0.99 0.28
H 1.41 -2.22 -0.60 0.34
```

Calculated values
HOMO energy   -7.828 eV
LUMO level   1.0 eV
Total energy   -341.79891 a.u.
2S+1   1
SMILES   Cc1cn(C)n1O
Total charge   0
ΔE to the lowest compared entry with this formula, charge and spin   128.5 kcal per mole

Record 8
Computed, not measured: C4H8N2O in the gas phase at a distorted geometry, with the ωB97M-V functional and the def2-TZVPD basis.

The geometry in XYZ format:
```
15
Properties=species:S:1:pos:R:3:mulliken_charge:R:1
C 1.06 -2.01 0.11 -0.86
C -0.06 -1.26 0.19 0.07
N -0.22 0.02 -0.34 0.03
C 0.93 0.73 -0.84 -1.11
C -0.99 0.66 0.68 -0.50
N -1.51 1.99 -0.04 0.09
O -2.64 2.34 0.17 -0.34
H 1.01 -3.07 0.28 0.24
H 1.99 -1.64 -0.29 0.29
H -0.98 -1.75 0.48 0.24
H 1.32 0.20 -1.71 0.33
H 1.75 0.81 -0.11 0.38
H 0.62 1.74 -1.09 0.40
H -0.39 1.09 1.51 0.29
H -1.88 0.13 1.01 0.46
```

Calculated values
HOMO energy   -8.684 eV
LUMO level   0.1 eV
Total energy   -341.82488 a.u.
2S+1   1
SMILES   C=CN(C)CN=O
Total charge   0
ΔE to the lowest compared entry with this formula, charge and spin   112.2 kcal per mole

Record 9
Computed, not measured: C4H8N2O in the gas phase at a distorted geometry, with the ωB97M-V functional and the def2-TZVPD basis.

The geometry in XYZ format:
```
15
Properties=species:S:1:pos:R:3:mulliken_charge:R:1
C -1.86 0.31 0.75 -0.94
N -0.44 0.58 0.68 -0.25
C 0.22 0.18 -0.55 0.36
C -0.47 -0.83 -1.42 0.01
N -0.95 -1.58 -2.17 -0.44
C 1.61 -0.43 -0.21 -0.75
O 2.34 0.39 0.67 -0.50
H -2.09 -0.76 0.83 0.33
H -2.25 0.84 1.63 0.32
H -2.37 0.71 -0.13 0.34
H 0.10 0.28 1.48 0.30
H 0.30 1.07 -1.20 0.13
H 2.19 -0.72 -1.10 0.38
H 1.43 -1.36 0.34 0.39
H 2.24 1.30 0.39 0.35
```

Calculated values
HOMO energy   -9.435 eV
LUMO level   0.7 eV
Total energy   -341.92656 a.u.
2S+1   1
SMILES   CN[C@H](C#N)CO
Total charge   0
ΔE to the lowest compared entry with this formula, charge and spin   48.4 kcal per mole

Record 10
Computed, not measured: C4H8N2O in the gas phase, with the ωB97M-V functional and the def2-TZVPD basis.

The geometry in XYZ format:
```
15
Properties=species:S:1:pos:R:3:mulliken_charge:R:1
O -0.81 0.88 -2.56 -0.67
C -0.42 0.41 -1.50 0.32
N 0.89 0.44 -1.10 -0.13
C 1.33 -0.16 0.14 -0.51
C 0.29 0.13 1.21 -0.62
C -1.02 -0.50 0.79 -0.51
N -1.28 -0.22 -0.62 -0.16
H 1.51 0.96 -1.71 0.22
H 1.46 -1.25 0.01 0.23
H 2.30 0.26 0.43 0.37
H 0.19 1.22 1.30 0.31
H 0.60 -0.26 2.19 0.33
H -1.85 -0.12 1.39 0.30
H -0.96 -1.58 0.96 0.28
H -2.23 -0.20 -0.94 0.23
```

Calculated values
HOMO energy   -9.376 eV
LUMO level   0.9 eV
Total energy   -342.00061 a.u.
2S+1   1
SMILES   O=C1NCCCN1
Total charge   0
ΔE to the lowest compared entry with this formula, charge and spin   1.9 kcal per mole

Record 11
Computed, not measured: a molecular structure, C4H8N2O, with the ωB97M-V functional and the def2-TZVPD basis.

The geometry in XYZ format:
```
15
Properties=species:S:1:pos:R:3:mulliken_charge:R:1
C -0.88 -1.50 0.64 -1.55
C -0.19 -0.17 0.45 1.32
O -0.12 0.48 1.69 -0.56
C 1.14 -0.11 -0.32 -0.78
N 1.03 1.22 -0.92 -0.82
C -0.88 0.79 -0.54 0.04
N -1.62 1.60 -1.00 -0.57
H -1.87 -1.35 1.08 0.39
H -0.28 -2.10 1.33 0.37
H -0.98 -2.03 -0.31 0.36
H 0.45 1.26 1.57 0.40
H 1.16 -0.93 -1.05 0.34
H 1.99 -0.24 0.36 0.30
H -0.40 1.87 -1.14 0.52
H 1.43 1.21 -1.85 0.25
```

Calculated values
HOMO energy   -8.352 eV
LUMO level   0.9 eV
Total energy   -341.80146 a.u.
2S+1   1
Total charge   0
ΔE to the lowest compared entry with this formula, charge and spin   126.9 kcal per mole

Record 12
Computed, not measured: C4H8N2O in the gas phase, with the ωB97M-V functional and the def2-TZVPD basis.

The geometry in XYZ format:
```
15
Properties=species:S:1:pos:R:3:mulliken_charge:R:1
C -1.02 -1.02 0.65 -1.32
C -0.17 0.09 0.10 0.80
C -0.69 0.94 -1.01 -0.50
N -0.60 1.53 0.30 -0.65
C 1.50 -0.49 -0.36 0.20
O 1.47 -1.37 -1.17 -0.51
N 2.24 0.24 0.41 -0.55
H -2.09 -0.79 0.53 0.36
H -0.81 -1.95 0.12 0.35
H -0.82 -1.19 1.71 0.30
H 0.00 1.34 -1.75 0.28
H -1.66 0.64 -1.39 0.28
H -1.50 1.50 0.78 0.31
H 0.91 0.46 0.73 0.43
H 3.25 0.09 0.37 0.22
```

Calculated values
HOMO energy   -9.853 eV
LUMO level   1.0 eV
Total energy   -341.81852 a.u.
2S+1   1
Total charge   0
ΔE to the lowest compared entry with this formula, charge and spin   116.2 kcal per mole

Record 13
Computed, not measured: 2 unconnected molecules or ions with the total composition C4H8N2O at a distorted geometry, with the ωB97M-V functional and the def2-TZVPD basis.

The geometry in XYZ format:
```
15
Properties=species:S:1:pos:R:3:mulliken_charge:R:1
C 2.18 0.12 0.05 -0.02
C -0.71 0.59 -1.07 -1.25
C 1.00 -0.53 0.47 0.15
C -0.30 0.28 0.37 0.12
N 3.14 0.65 -0.31 -0.43
N 0.92 -1.88 0.25 -0.42
O -0.24 1.46 1.12 -0.50
H -0.99 -0.32 -1.60 0.36
H 0.08 1.10 -1.60 0.33
H -1.58 1.25 -1.03 0.34
H 1.05 0.06 2.35 0.11
H -1.08 -0.31 0.85 0.37
H 1.78 -2.40 0.29 0.26
H 0.12 -2.35 0.64 0.22
H 0.52 1.99 0.84 0.36
```

Calculated values
HOMO energy (alpha / beta)   -8.239 / -8.631 eV
LUMO level (alpha / beta)   -0.2 / -0.2 eV
Total energy   -341.83588 a.u.
2S+1   1
Total charge   0
ΔE to the lowest compared entry with this formula, charge and spin   105.3 kcal per mole

Record 14
Computed, not measured: 2 unconnected molecules or ions with the total composition C4H8N2O at a distorted geometry, with the ωB97M-V functional and the def2-TZVPD basis.

The geometry in XYZ format:
```
15
Properties=species:S:1:pos:R:3:mulliken_charge:R:1
C -0.86 1.95 -0.11 -0.43
N -0.77 0.65 0.00 -0.01
C 0.02 -0.26 -0.62 0.22
C -0.27 -1.70 -0.29 -0.48
O -0.65 -1.83 1.08 -0.56
C 0.91 0.18 -1.60 0.08
N 1.65 0.59 -2.41 -0.50
H -0.26 2.46 -0.85 0.28
H -1.54 2.48 0.55 0.25
H 1.83 0.88 1.94 0.25
H -1.34 0.20 0.72 0.29
H 1.65 0.47 1.34 -0.27
H 0.61 -2.32 -0.53 0.30
H -1.12 -2.11 -0.85 0.25
H 0.13 -1.64 1.61 0.32
```

Calculated values
HOMO energy (alpha / beta)   -7.643 / -7.643 eV
LUMO level (alpha / beta)   0.3 / 0.3 eV
Total energy   -341.85226 a.u.
2S+1   1
Total charge   0
ΔE to the lowest compared entry with this formula, charge and spin   95.0 kcal per mole

Record 15
Computed, not measured: 2 unconnected molecules or ions with the total composition C4H8N2O, with the ωB97M-V functional and the def2-TZVPD basis.

The geometry in XYZ format:
```
15
Properties=species:S:1:pos:R:3:mulliken_charge:R:1
C -0.67 -0.21 2.33 -0.88
N -0.72 0.06 0.90 -0.25
C 0.40 -0.50 0.22 -1.05
C 1.38 0.21 -0.32 0.94
N 2.19 0.89 -0.93 -0.66
H -0.78 -1.28 2.49 0.29
H 0.27 0.11 2.80 0.30
H -1.50 0.30 2.83 0.33
H -0.79 1.06 0.72 0.30
H 0.44 -1.58 0.19 0.37
H 1.85 1.07 -1.88 0.35
C -0.52 -0.04 -2.33 -0.05
O 0.20 0.76 -2.89 -0.53
H -1.37 0.27 -1.70 0.25
H -0.40 -1.13 -2.45 0.30
```

Calculated values
HOMO energy   -8.466 eV
LUMO level   0.9 eV
Total energy   -341.86812 a.u.
2S+1   1
SMILES   CNC=C=N.C=O
Total charge   0
ΔE to the lowest compared entry with this formula, charge and spin   85.0 kcal per mole

Record 16
Computed, not measured: C4H8N2O in the gas phase, with the ωB97M-V functional and the def2-TZVPD basis.

The geometry in XYZ format:
```
15
Properties=species:S:1:pos:R:3:mulliken_charge:R:1
C -1.46 -0.64 -0.64 -1.34
C -0.17 -0.86 -1.41 0.58
O -0.02 -2.24 -1.60 -0.54
N 1.04 -0.35 -0.74 -0.51
C 0.97 0.23 0.33 0.60
C 0.93 0.82 1.51 -0.62
N 0.81 2.24 1.61 -0.59
H -1.63 0.42 -0.47 0.38
H -1.41 -1.16 0.32 0.35
H -2.30 -1.05 -1.21 0.33
H -0.21 -0.33 -2.37 0.25
H 0.87 -2.37 -1.97 0.32
H 0.97 0.17 2.38 0.30
H 0.00 2.48 2.17 0.25
H 1.62 2.63 2.09 0.24
```

Calculated values
HOMO energy   -8.809 eV
LUMO level   0.8 eV
Total energy   -341.90652 a.u.
2S+1   1
SMILES   C[C@H](O)N=C=CN
Total charge   0
ΔE to the lowest compared entry with this formula, charge and spin   60.9 kcal per mole

Record 17
Computed, not measured: C4H8N2O in the gas phase, with the ωB97M-V functional and the def2-TZVPD basis.

The geometry in XYZ format:
```
15
Properties=species:S:1:pos:R:3:mulliken_charge:R:1
N 1.93 0.03 -1.26 -0.41
C 1.49 -0.45 -0.07 0.46
O 2.18 -1.51 0.44 -0.53
C 0.44 0.01 0.64 -0.53
N -0.57 0.81 0.03 -0.34
C -1.82 0.87 0.75 -0.33
C -1.72 0.07 -0.49 -0.46
H 2.55 -0.48 -1.86 0.21
H 1.52 0.90 -1.56 0.24
H 1.49 -1.84 1.04 0.35
H 0.54 0.02 1.72 0.38
H -1.90 0.30 1.68 0.25
H -2.32 1.83 0.76 0.24
H -1.70 -1.01 -0.39 0.24
H -2.12 0.45 -1.43 0.23
```

Calculated values
HOMO energy   -7.128 eV
LUMO level   1.0 eV
Total energy   -341.88689 a.u.
2S+1   1
SMILES   N/C(O)=C\N1CC1
Total charge   0
ΔE to the lowest compared entry with this formula, charge and spin   73.3 kcal per mole